*A*
Computed, not measured: a structure of composition C4H5ClN2, with ωB97M-V/def2-TZVPD.

CARTESIAN COORDINATES (ANGSTROEM)
C: -1.046 -1.217 -0.055
C: 1.369 -0.090 -0.578
C: 1.306 -0.268 0.864
C: 0.058 -0.499 0.053
N: -2.199 -1.425 -0.082
N: -1.715 1.581 0.072
Cl: -3.103 0.650 -0.074
H: 1.443 0.841 -1.168
H: 2.055 -0.913 -1.170
H: 1.853 -1.032 1.399
H: 1.315 0.593 1.614
H: -1.337 1.780 -0.876

Total charge ... 0
Highest occupied orbital energy (alpha / beta) ... -0.3282 / -0.3426 Eh

Mulliken population analysis, charges in e, atoms 1 to 4: number 1, C, carries 0.688; number 2, C, carries -0.415; number 3, C, carries -0.539; number 4, C, carries 0.065

---

*B*
Computed, not measured: the molecule C4H5ClN2, with ωB97M-V/def2-TZVPD.

CARTESIAN COORDINATES (ANGSTROEM)
Cl: 2.292 -0.026 -0.007
C: 0.558 0.043 -0.031
C: -0.090 -1.155 -0.159
C: -1.530 -1.163 0.291
N: -2.119 0.052 -0.233
N: -1.521 1.285 0.000
C: -0.172 1.268 0.108
H: 0.624 -2.053 -0.351
H: -2.046 -1.850 -0.401
H: -1.855 -1.389 1.373
H: -3.161 0.169 -0.454
H: 0.358 2.248 0.318

Structure (SMILES) ... ClC1=CCNN=C1
Total charge ... 0
Highest occupied orbital energy ... -0.3048 Eh

Mulliken population analysis, charges in e, atoms 1 to 4: number 1, Cl, carries -0.215; number 2, C, carries 0.505; number 3, C, carries -0.405; number 4, C, carries -0.290

---

Most stable to least stable: *B*, *A*